## P
Formula: H14O7
Source: OMol25
Level of theory: ωB97M-V with the def2-TZVPD basis set

## Properties
Kohn-Sham gap	0.4165	Ha
structure (SMILES)	O.O.O.O.O.O.O
LUMO	0.217	eV
E_HOMO	-11.117	eV

Each line ends with the natural charge from an NBO analysis.
Atoms and positions in Å:
O  4.32  0.17  -1.30  -0.940
H  3.43  -0.09  -1.53  0.475
H  4.74  -0.63  -1.00  0.464
O  1.44  2.46  2.42  -0.941
H  1.55  3.22  1.84  0.476
H  0.77  2.73  3.05  0.465
O  1.16  5.42  -0.35  -0.940
H  1.46  6.28  -0.04  0.470
H  0.29  5.59  -0.72  0.470
O  0.44  -0.12  -0.93  -0.948
H  -0.20  -0.63  -0.45  0.471
H  0.50  0.71  -0.45  0.477
O  -1.12  -2.66  3.98  -0.934
H  -0.56  -3.42  3.86  0.466
H  -1.50  -2.49  3.12  0.468
O  -2.63  -3.10  -0.09  -0.944
H  -3.59  -3.11  -0.12  0.475
H  -2.40  -3.95  0.29  0.470
O  -2.93  -1.86  -4.03  -0.938
H  -2.75  -2.75  -4.33  0.466
H  -2.41  -1.77  -3.24  0.472

## Q
Formula: H14O7
Source: OMol25
Level of theory: ωB97M-V with the def2-TZVPD basis set

## Properties
Kohn-Sham gap	0.3782	Ha
structure (SMILES)	O.O.O.O.O.O.O
LUMO	-0.059	eV
E_HOMO	-10.350	eV

Each line ends with the natural charge from an NBO analysis.
Atoms and positions in Å:
O  1.68  -1.09  3.10  -0.961
H  2.31  -1.70  2.79  0.460
H  1.31  -0.63  2.34  0.491
O  1.00  -0.52  -2.37  -0.947
H  1.19  -0.11  -3.19  0.468
H  0.05  -0.41  -2.17  0.502
O  -0.88  -2.27  0.90  -0.949
H  -0.20  -2.83  1.32  0.489
H  -1.22  -1.74  1.61  0.477
O  -0.79  2.50  1.79  -0.981
H  -1.74  2.46  1.56  0.457
H  -0.35  1.64  1.54  0.492
O  1.01  2.08  -1.52  -0.967
H  1.14  1.16  -1.86  0.470
H  0.63  2.49  -2.29  0.463
O  -1.71  -0.47  -1.63  -0.956
H  -2.09  -0.52  -2.48  0.477
H  -2.44  -0.58  -1.01  0.496
O  0.44  0.29  0.89  -0.988
H  0.03  -0.54  0.55  0.503
H  0.64  0.80  0.14  0.505

## R
Formula: H14O7
Source: OMol25
Level of theory: ωB97M-V with the def2-TZVPD basis set

## Properties
Kohn-Sham gap	0.4039	Ha
structure (SMILES)	O.O.O.O.O.O.O
LUMO	-0.147	eV
E_HOMO	-11.137	eV

Each line ends with the natural charge from an NBO analysis.
Atoms and positions in Å:
O  0.18  0.81  -0.47  -0.923
H  0.56  0.03  -0.89  0.459
H  -0.75  0.60  -0.37  0.464
O  2.45  4.88  0.91  -0.937
H  2.21  3.95  0.80  0.472
H  1.78  5.36  0.42  0.464
O  4.64  -1.68  0.74  -0.913
H  3.71  -1.78  0.97  0.449
H  5.10  -2.27  1.34  0.480
O  -3.94  -2.18  -0.70  -0.937
H  -3.01  -1.96  -0.70  0.462
H  -4.00  -2.96  -0.13  0.476
O  -0.83  2.73  -1.57  -0.933
H  -1.66  2.90  -2.03  0.463
H  -0.28  3.49  -1.79  0.469
O  3.47  -3.83  -0.50  -0.931
H  2.54  -4.11  -0.52  0.459
H  3.45  -2.97  -0.07  0.456
O  -5.44  -0.65  1.50  -0.938
H  -4.80  -0.32  0.85  0.474
H  -5.38  -0.03  2.23  0.463

## S
Formula: H14O7
Source: OMol25
Level of theory: ωB97M-V with the def2-TZVPD basis set

## Properties
Kohn-Sham gap	0.3905	Ha
structure (SMILES)	O.O.O.O.O.O.O
LUMO	0.064	eV
E_HOMO	-10.560	eV

Each line ends with the natural charge from an NBO analysis.
Atoms and positions in Å:
O  1.14  1.80  1.68  -0.942
H  1.33  2.73  1.36  0.463
H  0.24  1.71  1.38  0.475
O  -0.22  2.66  -1.35  -0.937
H  -0.09  2.23  -2.20  0.477
H  -0.84  3.32  -1.58  0.462
O  -1.57  0.91  0.79  -0.943
H  -2.18  0.25  0.56  0.469
H  -1.85  1.67  0.30  0.481
O  0.40  -2.19  0.83  -0.952
H  1.34  -2.31  0.68  0.504
H  0.23  -1.84  1.67  0.500
O  2.76  0.21  -1.12  -0.940
H  3.45  -0.24  -1.61  0.448
H  2.02  -0.08  -1.67  0.484
O  0.13  -0.66  -1.19  -1.008
H  -0.40  0.08  -0.97  0.474
H  0.12  -1.28  -0.43  0.488
O  -2.23  -3.21  1.14  -0.961
H  -1.34  -3.46  0.82  0.496
H  -2.47  -2.30  0.90  0.464

Which of them is the most stable, and which is the least stable? Q and R, in that order.

## P
Formula: H14O7
Source: OMol25
Level of theory: ωB97M-V with the def2-TZVPD basis set

## Properties
Kohn-Sham gap	0.4010	Ha
structure (SMILES)	O.O.O.O.O.O.O
LUMO	0.359	eV
E_HOMO	-10.554	eV

Each line ends with the natural charge from an NBO analysis.
Atoms and positions in Å:
O  0.69  -0.44  -0.80  -0.975
H  -0.11  -0.42  -1.39  0.524
H  1.12  0.39  -1.09  0.527
O  1.56  2.08  -0.86  -0.984
H  1.94  2.89  -1.18  0.490
H  1.48  2.14  0.11  0.511
O  1.57  1.14  1.84  -0.981
H  1.71  0.18  1.98  0.509
H  1.02  1.36  2.59  0.475
O  1.01  -1.71  1.54  -0.999
H  1.03  -2.67  1.50  0.481
H  1.02  -1.32  0.65  0.501
O  -2.03  -2.08  0.10  -0.966
H  -1.19  -2.53  0.02  0.461
H  -1.86  -1.13  0.22  0.490
O  -1.70  -0.07  -2.29  -0.978
H  -2.55  -0.35  -2.64  0.486
H  -1.97  0.32  -1.44  0.499
O  -1.24  0.60  0.32  -1.046
H  -0.33  0.22  -0.01  0.487
H  -1.15  1.40  0.84  0.488

## Q
Formula: H14O7
Source: OMol25
Level of theory: ωB97M-V with the def2-TZVPD basis set

## Properties
Kohn-Sham gap	0.2444	Ha
LUMO	-1.004	eV
E_HOMO	-7.653	eV

Each line ends with the natural charge from an NBO analysis.
Atoms and positions in Å:
O  1.68  0.30  1.62  -0.895
H  1.98  0.33  0.71  0.482
H  2.45  0.53  2.13  0.500
O  -0.43  0.05  0.58  -0.849
H  -0.07  -0.30  -0.24  0.465
H  0.28  0.59  0.94  0.462
O  0.59  1.34  3.31  -0.951
H  1.29  1.64  3.89  0.444
H  1.03  0.92  2.58  0.439
O  -2.31  0.39  0.26  -1.053
H  -2.33  -0.12  -0.55  0.437
H  -1.49  0.12  0.69  0.436
O  0.86  -1.97  -1.53  -0.931
H  0.53  -2.33  -2.35  0.470
H  0.89  -1.02  -1.67  0.448
O  -1.92  -0.77  -1.75  -0.931
H  -1.16  -0.20  -1.68  0.424
H  -1.63  -1.48  -2.33  0.462
O  -0.20  0.33  -1.38  -0.906
H  0.61  0.79  -1.18  0.504
H  -0.64  0.88  -2.03  0.543

## R
Formula: H14O7
Source: OMol25
Level of theory: ωB97M-V with the def2-TZVPD basis set

## Properties
Kohn-Sham gap	0.3648	Ha
structure (SMILES)	O.O.O.O.O.O.O
LUMO	-0.545	eV
E_HOMO	-10.470	eV

Each line ends with the natural charge from an NBO analysis.
Atoms and positions in Å:
O  -2.10  1.72  1.45  -0.974
H  -1.89  2.53  1.09  0.458
H  -1.27  1.18  1.86  0.517
O  0.31  0.05  0.44  -1.004
H  0.79  -0.35  -0.23  0.476
H  -0.23  0.72  -0.19  0.489
O  2.25  -1.33  -1.22  -1.012
H  2.05  -2.35  -1.19  0.528
H  2.24  -0.84  -2.08  0.503
O  -0.41  -1.43  2.68  -0.983
H  -1.32  -1.50  3.01  0.465
H  -0.38  -1.05  1.78  0.503
O  -2.54  -1.05  -1.07  -0.936
H  -2.18  -0.18  -1.22  0.472
H  -3.32  -0.86  -0.68  0.455
O  4.06  -0.11  0.43  -0.922
H  3.46  0.50  0.32  0.442
H  3.63  -0.68  -0.15  0.469
O  -1.06  1.33  -1.43  -0.926
H  -0.75  1.42  -2.31  0.488
H  -1.31  2.27  -1.28  0.494

## S
Formula: H14O7
Source: OMol25
Level of theory: ωB97M-V with the def2-TZVPD basis set

## Properties
Kohn-Sham gap	0.4082	Ha
structure (SMILES)	O.O.O.O.O.O.O
LUMO	-0.100	eV
E_HOMO	-11.207	eV

Each line ends with the natural charge from an NBO analysis.
Atoms and positions in Å:
O  -0.20  0.61  -1.47  -0.928
H  0.61  0.67  -0.88  0.466
H  -0.28  -0.30  -1.50  0.463
O  4.48  -2.41  -0.22  -0.915
H  3.68  -1.93  -0.44  0.458
H  4.09  -3.01  0.50  0.462
O  1.23  -2.25  -0.12  -0.941
H  0.58  -2.91  -0.57  0.479
H  2.02  -2.76  -0.31  0.458
O  -4.39  -1.06  -1.36  -0.933
H  -3.97  -0.12  -1.43  0.473
H  -5.10  -0.92  -2.02  0.460
O  0.18  0.10  2.74  -0.951
H  0.19  -0.83  2.59  0.474
H  -0.07  0.58  1.91  0.476
O  -3.53  0.56  1.35  -0.946
H  -3.23  1.51  1.40  0.471
H  -3.09  0.09  2.05  0.475
O  2.44  4.82  -0.40  -0.946
H  1.61  5.31  -0.76  0.476
H  2.76  4.24  -1.07  0.470

Which of them is the most stable, and which is the least stable? P and Q, in that order.